1.
2 unconnected molecules or ions with the total composition CClF3O2. Source: the OMol25 dataset; level of theory: ωB97M-V with the def2-TZVPD basis set.

The orbital gap (alpha / beta) comes out at 8.09 / 8.09 eV. As for the LUMO energy (alpha / beta): -1.48 / -1.48 eV. The HOMO energy (alpha / beta) is -0.3518 / -0.3518 Eh.

```
7
Properties=species:S:1:pos:R:3:mulliken_charge:R:1
O -0.95677 0.82525 -0.50287 -0.27
C 0.97197 -0.27282 -0.20658 0.75
O -2.03256 0.19242 -0.66263 -0.02
Cl -3.01299 -0.17635 0.85342 -0.05
F 1.72805 0.75765 -0.15638 -0.12
F 0.84807 -0.93551 0.90223 -0.14
F 1.10625 -1.18263 -1.23153 -0.16
```

2.
14 unconnected molecules or ions with the total composition C27H72F2N28O14PSi. Source: the OMol25 dataset; level of theory: ωB97M-V with the def2-TZVPD basis set.

The total charge is +1. The orbital gap comes out at 7.55 eV. As for the LUMO energy: -2.91 eV. The HOMO energy is -0.3846 Eh.

```
145
Properties=species:S:1:pos:R:3:mulliken_charge:R:1
C 0.85662 -1.70767 -4.04910 0.34
H -2.15848 11.91074 -10.35909 0.23
N 5.48240 -1.46201 -3.88438 -0.16
C 2.41438 2.49193 -5.38526 0.52
P -3.75257 -0.36024 -0.15028 0.22
C 1.42883 -2.19648 -0.87728 0.99
H -4.44495 0.80378 -0.56460 0.06
O 0.38530 5.92012 -6.92857 -0.68
H -5.82739 0.11641 5.72930 0.13
C -1.39883 10.29522 -9.39504 0.65
H 9.02055 -1.57317 6.56496 0.23
O -4.99546 -1.31144 7.60465 -0.69
H 2.83518 0.18326 -2.16058 0.05
N 6.67008 -0.53660 4.63177 -0.30
H 2.43240 2.40751 -7.47279 0.17
C -12.27723 -4.88850 7.76256 0.65
C 6.65898 -2.05093 -3.50888 0.62
H 5.36001 -1.94402 -0.65775 0.49
H -7.09738 0.87540 6.62373 0.20
H -2.66355 5.57163 -6.08802 0.17
H 2.78130 0.93237 -6.63968 0.20
C -10.64036 -0.18429 8.35650 0.60
O 6.93440 -2.54542 5.64012 -0.66
H 2.37605 -3.55586 -8.04792 0.16
H -12.76256 -5.76276 9.60139 0.17
C 1.33866 -5.07397 -7.03997 0.61
N -1.72471 5.32650 -6.33819 -0.39
H -3.89702 -1.94420 5.99353 0.15
O -1.44097 -3.60332 4.80989 -0.73
H -12.50602 -1.11409 8.51439 0.16
H 2.00937 4.27088 -4.51523 0.17
H 8.40055 -2.80198 -4.23171 0.25
H 6.36312 3.16387 -2.50011 0.14
N 2.11183 3.81195 -5.40078 -0.29
O 2.86230 -2.83280 4.49213 -0.57
N 0.14427 0.47428 -0.56650 0.43
H 1.16183 0.35493 -0.45668 -0.27
C -0.54578 -1.70685 0.64667 1.30
H 6.56362 3.97099 -4.01958 0.18
F 0.03626 -1.31626 1.80016 -0.31
H 0.58014 -3.55515 0.57565 0.44
C 7.20883 5.07694 -2.43904 0.61
H 8.86027 -0.02466 5.81521 0.15
O -1.84130 10.56949 -8.29082 -0.63
N -6.65594 -0.32322 8.78987 -0.42
H -4.11380 -1.39356 -1.03209 0.14
N -0.65166 9.17086 -9.60883 -0.26
N 0.54840 -0.45744 -3.58405 -0.01
C 2.94464 -2.24903 1.92497 -1.74
N 1.98261 -3.88070 -7.18637 -0.31
H 4.84037 -1.22940 -3.15093 0.01
H 2.47539 -1.45695 2.50496 0.38
C 3.72306 0.86512 1.02260 -0.64
H 0.85107 -3.65390 5.72361 0.24
H 2.31658 -3.11623 2.09356 0.44
N -6.33119 0.22782 6.58743 -0.33
N 1.25566 -5.84570 -8.16536 -0.39
N -1.75462 1.32406 -1.10351 0.03
H -2.06267 7.84312 -6.28600 0.13
N 7.53681 -2.37203 -4.50450 -0.41
H 3.93546 -2.36975 2.34297 0.61
H -0.48698 8.59012 -8.81079 0.06
H 0.15779 -3.61630 -4.09726 0.23
H -0.44377 8.24659 -6.72850 0.22
H 4.30068 -3.01930 -1.61282 0.35
N -11.96980 -0.27786 8.65199 -0.36
C 3.31055 0.10098 -0.05794 0.28
C 7.34464 -1.41738 5.43063 0.64
H -7.43030 0.32007 8.84817 0.16
N -3.12867 -2.58940 5.94208 -0.23
H -0.44087 -3.27481 -0.78683 0.63
N 1.73236 -3.83126 6.18792 -0.36
H -12.41881 0.53967 9.01911 0.21
C -2.37756 -2.80841 4.83446 0.62
H 5.81217 -0.85814 4.22126 0.17
N -0.04690 -2.68797 -3.75793 -0.25
N -1.13684 7.54745 -6.53314 -0.38
C -0.75173 6.24725 -6.61866 0.72
H 4.03606 3.91732 -0.46537 0.65
H 1.72802 -4.31862 7.06265 0.14
C -0.81371 -0.42631 -0.11228 -0.92
H 6.98492 0.39496 4.44228 0.15
N 2.54786 1.90933 -6.61015 -0.39
H -2.46997 1.94872 -1.43786 0.32
H 3.86113 0.42666 2.00129 0.52
N -12.31844 -5.00329 9.12193 -0.36
H -0.00891 2.37784 -1.58703 0.52
C -5.93104 -0.52208 7.65915 0.73
H -2.89431 -3.10909 6.76634 0.19
H 3.30880 2.61598 -2.38436 0.65
H -1.25713 10.86940 -11.40299 0.16
H 4.30826 2.78577 1.74817 0.44
H 1.20397 0.29328 -3.75909 -0.08
C 3.41049 2.11370 -1.43804 -0.91
N -1.61312 11.07962 -10.49058 -0.39
H -0.26874 8.90483 -10.49552 0.17
H -0.28650 -0.25824 -3.06927 0.21
H -6.39979 -0.85302 9.60185 0.20
H -13.34547 -6.66735 7.50762 0.16
O 0.86296 -5.42639 -5.97004 -0.64
C 0.24055 -2.77304 -0.09825 -1.72
N 7.31121 4.99892 -1.07525 -0.36
H 0.78591 -6.72753 -8.08315 0.23
H 4.06912 -4.20175 7.09812 0.15
O 1.86967 -1.95735 -4.68284 -0.65
O -4.03680 -0.60706 1.27022 -0.48
C -0.43361 1.49175 -1.14780 -0.54
O 2.56654 1.85312 -4.33919 -0.49
Si 2.99228 -1.76087 0.11636 0.38
H -3.47943 -1.41864 3.72480 0.16
N 4.03480 -3.72045 6.22085 -0.33
C 2.87354 -3.42385 5.57126 0.54
H -1.47100 4.35905 -6.40029 0.21
N -2.72652 -2.07920 3.73495 -0.13
H -0.89219 -2.53112 -3.24508 0.13
C 3.98032 2.22705 0.88163 -0.91
H 1.74097 -2.94449 -1.60558 0.78
C -2.00847 0.12440 -0.44329 0.75
H 7.36114 -2.20366 -5.47597 0.14
O -11.72780 -3.95148 7.19909 -0.66
N -10.07869 -1.31663 7.86179 -0.24
H -12.87442 -5.83143 6.07019 0.22
H -2.19630 -2.21396 2.89345 0.17
F -1.75650 -2.23358 0.99302 -0.51
H 4.89808 -3.43479 5.78668 0.21
H 7.02549 4.19732 -0.54632 0.18
N -12.88942 -5.88946 7.07116 -0.43
H -10.58405 -2.17674 7.71300 0.21
H 1.63704 -5.57736 -9.05165 0.16
O -10.00253 0.85026 8.52572 -0.68
C 4.50533 -2.60549 -0.62544 -1.47
O 6.86152 -2.24931 -2.32618 -0.60
H 1.13160 -1.34098 -1.47771 -1.04
H 4.76595 -3.46225 -0.00344 0.47
H -9.10298 -1.27507 7.63280 0.13
H 2.04546 -3.31561 -6.35906 0.24
C 3.15728 0.75589 -1.29326 0.83
H 5.23082 -1.25251 -4.83129 0.15
H 7.69493 5.79130 -0.59553 0.20
N 8.50528 -0.94737 5.97494 -0.41
H 1.98137 4.35390 -6.24001 0.14
C 3.82329 2.86583 -0.33973 -0.84
N 6.67051 3.96238 -3.02307 -0.30
O 7.55948 6.05220 -3.07356 -0.63
H -11.87322 -4.28327 9.65934 0.21
```

3.
2 unconnected molecules or ions with the total composition C3H4NO2. Source: the OMol25 dataset; level of theory: ωB97M-V with the def2-TZVPD basis set.

The total charge is -1. The orbital gap (alpha / beta) comes out at 7.82 / 7.82 eV. As for the LUMO energy (alpha / beta): 4.09 / 4.09 eV. The HOMO energy (alpha / beta) is -0.1369 / -0.1369 Eh.

```
10
Properties=species:S:1:pos:R:3:mulliken_charge:R:1
H 1.26175 0.93450 -1.34582 0.25
C 0.24615 0.48882 -0.94662 -0.03
N -0.93407 0.28902 -1.47898 -0.56
H 0.58604 -0.69778 0.22351 -0.29
O -0.32349 -2.25115 1.25753 -0.52
H -1.10230 2.32530 -0.64258 0.20
H -1.26975 0.92583 0.61571 0.15
O 1.78040 -1.67155 1.55897 -0.62
C -0.88308 1.25659 -0.39328 -0.35
C 0.63835 -1.59959 1.15157 0.77
```

4.
2 unconnected molecules or ions with the total composition C4H6O. Source: the OMol25 dataset; level of theory: ωB97M-V with the def2-TZVPD basis set.

The orbital gap comes out at 9.04 eV. As for the LUMO energy: 0.96 eV. The HOMO energy is -0.2966 Eh.

```
11
Properties=species:S:1:pos:R:3:mulliken_charge:R:1
C -0.77247 0.86490 -0.36663 -0.37
H 1.30518 1.73335 -0.28197 0.39
H -0.03397 -2.15161 -0.62702 0.24
H -1.48115 1.67687 -0.35765 0.36
C 1.08285 -0.39832 0.05884 -0.29
H -1.17046 1.56545 0.84307 0.06
O -1.18186 -0.44655 -0.45134 -0.36
H -0.39407 -1.66201 1.04844 0.22
C -0.12709 -1.28942 0.04567 -0.30
H 2.07768 -0.73758 0.32773 0.38
C 0.69538 0.84494 -0.23914 -0.33
```

5.
2 unconnected molecules or ions with the total composition C2H6NOS. Source: the OMol25 dataset; level of theory: ωB97M-V with the def2-TZVPD basis set.

The total charge is -1. The orbital gap comes out at 7.44 eV. As for the LUMO energy: 4.28 eV. The HOMO energy is -0.1162 Eh.

```
11
Properties=species:S:1:pos:R:3:mulliken_charge:R:1
H 0.32533 1.35308 -0.46070 0.28
H -0.12056 1.45690 1.27558 0.34
C -0.11883 0.82701 0.38061 -0.40
C 0.75376 -0.32489 0.72950 -0.03
O 1.92990 -0.14113 1.02328 -0.63
H 0.20865 -1.20283 1.10798 0.39
H -2.09888 1.16346 -0.06728 0.20
H -1.48315 -0.23353 -0.67986 0.23
S 0.57242 -1.16820 -1.67913 -0.73
H 1.52919 -2.10142 -1.76877 0.00
N -1.49783 0.37154 0.13880 -0.64
```

6.
A single C4H7NOS molecule. Source: the OMol25 dataset; level of theory: ωB97M-V with the def2-TZVPD basis set.

The orbital gap comes out at 9.00 eV. The structure (SMILES) is CO[C@@H]1CN1C=S. As for the LUMO energy: 0.62 eV. The HOMO energy is -0.3076 Eh.

```
14
Properties=species:S:1:pos:R:3:mulliken_charge:R:1
O -0.55170 1.35014 -0.74359 -0.39
H -1.57822 -1.28250 -1.20287 0.28
C 0.14925 0.23565 -1.02094 0.15
S 0.23200 -2.89749 1.51048 -0.35
H 0.99367 -0.47146 1.75675 0.21
H -0.41524 1.23418 1.37886 0.36
H 0.98629 2.04685 0.63499 0.33
C 0.45267 -1.30100 1.14004 -0.06
C -0.10585 1.85612 0.61485 -0.79
C -0.53636 -1.16663 -1.19029 -0.64
H 0.94389 0.18802 -1.68970 0.47
N 0.09652 -0.79054 -0.00111 -0.03
H 0.03556 -1.80595 -1.93759 0.22
H -0.70248 2.80460 0.75012 0.23
```